Run 1
Density functional theory data (ωB97M-V with the def2-TZVPD basis set) for 2 unconnected molecules or ions with the total composition C6H9N2O2.

Structure (XYZ):
```
19
Properties=species:S:1:pos:R:3:nbo_charge:R:1
C -0.44 1.23 -3.83 -0.733
C -0.82 1.40 -2.32 0.782
O -0.64 2.48 -1.75 -0.730
O -1.11 0.29 -1.76 -0.808
H -0.97 0.36 -4.23 0.202
H 0.62 1.08 -4.05 0.207
H -0.77 2.15 -4.32 0.197
C 1.33 -2.70 2.77 -0.635
C -0.05 0.50 1.67 0.141
C 0.72 -1.45 2.15 0.063
C 0.56 -1.35 0.77 -0.125
N 0.35 -0.26 2.70 -0.517
N 0.09 -0.13 0.48 -0.518
H -0.23 1.56 1.85 0.191
H -0.31 0.16 -0.51 0.474
H 0.68 -2.15 0.06 0.191
H 2.07 -2.28 3.47 0.213
H 1.85 -3.16 1.93 0.205
H 0.62 -3.44 3.14 0.201
```

Properties
Total charge: -1
Kohn-Sham gap (eV): 8.4
Molecular weight (g/mol): 141.2
Highest occupied orbital energy (eV): -4.582


Run 2
Density functional theory data (ωB97M-V with the def2-TZVPD basis set) for 2 unconnected molecules or ions with the total composition C6H9N2O2.

Structure (XYZ):
```
19
Properties=species:S:1:pos:R:3:nbo_charge:R:1
C -0.65 3.60 1.84 -0.629
C 0.26 1.15 -0.54 0.144
C -1.46 1.17 0.89 -0.105
C -0.74 2.41 0.93 0.054
N -0.89 0.46 -0.10 -0.532
N 0.26 2.33 0.03 -0.507
H -0.87 -0.56 -0.30 0.481
H 0.96 0.79 -1.28 0.201
H -2.35 0.91 1.41 0.201
H -1.39 3.62 2.68 0.196
H -1.09 4.41 1.25 0.208
H 0.35 3.79 2.19 0.220
C 1.85 -2.09 -0.13 -0.751
C 0.64 -2.71 -0.92 0.787
O -0.47 -2.13 -0.68 -0.836
O 0.85 -3.66 -1.64 -0.729
H 2.42 -2.88 0.36 0.199
H 1.54 -1.44 0.71 0.199
H 2.57 -1.58 -0.81 0.200
```

Properties
Total charge: -1
Kohn-Sham gap (eV): 8.4
Molecular weight (g/mol): 141.2
Highest occupied orbital energy (eV): -4.801


run 1 (0.0085 hartree below the next structure)


Run 1
Density functional theory data (ωB97M-V with the def2-TZVPD basis set) for a molecular structure, C2H4OS.

Structure (XYZ):
```
8
Properties=species:S:1:pos:R:3:nbo_charge:R:1
C -0.55 0.22 -1.52 0.460
C -0.29 -0.51 0.38 -0.636
O -1.30 0.58 -2.41 -0.494
S 0.99 -1.65 0.10 0.061
H -0.08 0.41 0.92 0.210
H 0.58 0.25 -1.61 0.077
H -1.12 -0.86 0.95 0.231
H 1.74 -0.95 -0.61 0.091
```

Properties
Kohn-Sham gap (eV): 9.6
Molecular weight (g/mol): 76.1
Highest occupied orbital energy (eV): -8.857


Run 2
Density functional theory data (ωB97M-V with the def2-TZVPD basis set) for C2H4OS in the gas phase.

Structure (XYZ):
```
8
Properties=species:S:1:pos:R:3:nbo_charge:R:1
C -0.08 0.42 0.82 -0.657
C -0.16 -0.20 -0.59 0.089
O 0.35 -1.42 -0.72 -0.604
S 1.35 -0.43 -1.66 0.285
H -1.13 0.58 1.23 0.222
H 0.29 1.40 0.85 0.229
H 0.50 -0.29 1.36 0.236
H -1.11 -0.06 -1.28 0.199
```

Properties
Kohn-Sham gap (eV): 9.3
Molecular weight (g/mol): 76.1
Highest occupied orbital energy (eV): -8.761
SMILES: C[C@@H]1OS1


run 2 (0.0287 hartree below the next structure)


Run 1
Density functional theory data (ωB97M-V with the def2-TZVPD basis set) for C2H4OS in the gas phase.

Structure (XYZ):
```
8
Properties=species:S:1:pos:R:3:nbo_charge:R:1
C 0.36 1.50 0.39 -0.510
C -0.01 0.04 0.52 0.152
O -0.17 -0.67 -0.63 -0.654
S -0.50 -2.29 -0.59 0.314
H 0.57 2.04 1.27 0.202
H 0.72 1.84 -0.58 0.207
H -0.23 -0.44 1.44 0.176
H -0.75 -2.02 -1.83 0.114
```

Properties
Kohn-Sham gap (eV): 8.5
Molecular weight (g/mol): 76.1
Highest occupied orbital energy (eV): -8.240
SMILES: C=COS


Run 2
Density functional theory data (ωB97M-V with the def2-TZVPD basis set) for a molecular structure, C2H4OS.

Structure (XYZ):
```
8
Properties=species:S:1:pos:R:3:nbo_charge:R:1
C 0.12 -1.19 1.04 -0.735
C -0.25 -0.20 -0.07 0.107
H 1.32 -1.75 0.42 0.293
H 0.45 -0.33 2.29 0.283
H -0.89 -2.13 1.25 0.215
H -2.05 -0.48 0.35 0.479
O -1.57 0.09 -0.22 -0.637
S 0.91 0.77 -0.53 -0.004
```

Properties
Kohn-Sham gap (eV): 8.4
Molecular weight (g/mol): 76.1
Highest occupied orbital energy (eV): -8.820


Run 3
Density functional theory data (ωB97M-V with the def2-TZVPD basis set) for 2 unconnected molecules or ions with the total composition C2H4OS.

Structure (XYZ):
```
8
Properties=species:S:1:pos:R:3:nbo_charge:R:1
C -0.16 -0.06 -0.99 -0.029
C 0.15 -0.40 1.51 -0.487
O 0.91 0.33 -1.71 -0.573
S -0.19 1.62 -1.42 0.339
H -1.05 -0.58 -1.48 0.198
H 1.00 0.18 1.32 0.178
H 0.05 -1.29 0.94 0.191
H -0.71 0.18 1.83 0.183
```

Properties
Kohn-Sham gap (alpha / beta) (eV): 8.6 / 8.2
Molecular weight (g/mol): 76.1
Highest occupied orbital energy (alpha / beta) (eV): -8.790 / -8.788


run 1 (0.0612 hartree below the next structure)


Run 1
Density functional theory data (ωB97M-V with the def2-TZVPD basis set) for C14H19NO4 in the gas phase.

Structure (XYZ):
```
38
Properties=species:S:1:pos:R:3:nbo_charge:R:1
C -3.17 2.63 0.07 -0.748
C -3.08 1.13 0.19 0.800
O -3.63 0.54 1.08 -0.576
O -2.35 0.42 -0.70 -0.517
C -1.80 1.03 -1.88 -0.063
C -0.94 -0.02 -2.56 -0.414
C 0.15 -0.56 -1.61 -0.409
C -0.09 -2.01 -1.17 -0.397
C 1.13 -2.69 -0.53 -0.391
C 1.32 -2.30 0.94 -0.434
C 1.69 -0.86 1.20 -0.106
C 1.12 -0.09 2.16 0.118
N 0.14 -0.49 3.09 -0.807
C 1.64 1.30 2.37 0.485
O 1.65 1.83 3.45 -0.476
C 2.20 1.97 1.16 -0.238
C 2.76 1.21 0.22 -0.236
C 2.79 -0.26 0.40 0.508
O 3.69 -0.93 -0.08 -0.516
H -4.19 2.89 -0.21 0.251
H -2.46 3.10 -0.61 0.219
H -3.01 3.02 1.07 0.252
H -2.60 1.35 -2.53 0.186
H -1.16 1.87 -1.61 0.173
H -0.46 0.47 -3.41 0.215
H -1.56 -0.84 -2.91 0.211
H 1.14 -0.47 -2.05 0.204
H 0.15 0.07 -0.71 0.205
H -0.39 -2.59 -2.05 0.201
H -0.93 -2.04 -0.47 0.208
H 0.97 -3.77 -0.55 0.212
H 2.03 -2.49 -1.11 0.218
H 2.10 -2.94 1.38 0.234
H 0.40 -2.53 1.47 0.206
H -0.79 -0.17 2.81 0.389
H 0.10 -1.49 3.21 0.373
H 2.18 3.05 1.12 0.232
H 3.24 1.64 -0.65 0.232
```

Properties
Kohn-Sham gap (eV): 8.4
Molecular weight (g/mol): 265.3
Highest occupied orbital energy (eV): -9.265
SMILES: CC(=O)OCCCCCCC1=C(N)C(=O)C=CC1=O


Run 2
Density functional theory data (ωB97M-V with the def2-TZVPD basis set) for a molecular structure, C14H19NO4.

Structure (XYZ):
```
38
Properties=species:S:1:pos:R:3:nbo_charge:R:1
C -4.87 -1.64 -1.39 -0.609
C -5.30 -1.79 -0.05 -0.378
C -5.15 -0.41 0.75 -0.436
C -3.81 -0.17 1.08 -0.114
O -3.26 0.30 -0.17 -0.498
C -2.05 0.80 0.10 0.351
C -1.25 0.64 1.33 -0.315
C 0.12 1.24 0.98 -0.110
C 0.60 1.83 -0.14 -0.153
C -0.14 1.87 -1.17 -0.214
C -1.54 1.67 -1.10 -0.256
H -2.23 1.66 -2.07 0.235
H 0.22 2.19 -2.18 0.215
C 2.11 2.33 -0.05 -0.435
C 3.03 1.04 -0.28 0.683
O 4.03 1.00 0.58 -0.670
N 2.67 -0.11 -0.88 -0.593
H 1.67 0.03 -1.25 0.435
C 3.56 -1.01 -1.25 -0.298
H 4.45 -0.75 -1.31 0.192
H 2.99 -1.68 -2.12 0.227
C 3.43 -1.97 0.18 0.778
O 3.14 -3.08 0.04 -0.584
O 4.05 -1.49 1.27 -0.713
H 4.33 -0.41 0.73 0.496
H 2.44 2.85 0.78 0.254
H 2.28 2.68 -0.97 0.220
H 0.81 1.28 1.94 0.214
H -1.60 0.28 2.18 0.221
H -3.27 -1.07 1.46 0.205
H -3.84 0.68 1.91 0.195
H -5.79 0.31 0.11 0.239
H -5.82 -0.59 1.74 0.213
H -4.94 -2.72 0.43 0.213
H -6.54 -2.12 -0.09 0.183
H -5.41 -0.64 -1.96 0.181
H -3.83 -1.39 -1.64 0.220
H -5.06 -2.55 -1.76 0.206
```

Properties
Kohn-Sham gap (eV): 8.8
Molecular weight (g/mol): 265.3
Highest occupied orbital energy (eV): -8.606


Run 3
Density functional theory data (ωB97M-V with the def2-TZVPD basis set) for C14H19NO4 in the gas phase.

Structure (XYZ):
```
38
Properties=species:S:1:pos:R:3:nbo_charge:R:1
C -0.10 -2.54 -1.53 -0.653
C 0.91 -1.41 -1.37 0.012
O 0.56 -0.30 -2.20 -0.474
C -0.42 0.49 -1.76 0.762
O -1.06 0.29 -0.75 -0.607
C -0.65 1.63 -2.64 0.130
C -1.55 2.66 -2.51 -0.228
C -1.35 3.50 -3.63 -0.324
C -0.35 2.91 -4.35 0.126
O 0.07 1.79 -3.77 -0.363
C 1.13 -0.87 0.07 0.674
O 1.90 0.06 0.24 -0.627
N 0.51 -1.52 1.06 -0.605
C 0.53 -1.03 2.42 -0.060
C -0.81 -0.37 2.77 -0.406
C -0.77 0.17 4.20 -0.396
C -0.47 -0.96 5.18 -0.396
C 0.85 -1.63 4.83 -0.396
C 0.82 -2.17 3.40 -0.398
H 0.23 -3.42 -0.99 0.219
H -1.09 -2.23 -1.18 0.226
H -0.18 -2.79 -2.58 0.230
H 1.89 -1.72 -1.75 0.219
H -2.25 2.79 -1.71 0.242
H -1.87 4.40 -3.86 0.233
H 0.12 3.20 -5.27 0.206
H -0.23 -2.17 0.84 0.395
H 1.33 -0.29 2.47 0.231
H -1.00 0.44 2.06 0.231
H -1.61 -1.10 2.68 0.187
H -1.73 0.63 4.44 0.209
H 0.00 0.94 4.28 0.198
H -0.43 -0.56 6.20 0.207
H -1.28 -1.70 5.15 0.191
H 1.05 -2.45 5.53 0.208
H 1.66 -0.91 4.92 0.197
H 1.78 -2.63 3.15 0.214
H 0.04 -2.93 3.31 0.188
```

Properties
Kohn-Sham gap (eV): 9.8
Molecular weight (g/mol): 265.3
Highest occupied orbital energy (eV): -9.100
SMILES: C[C@@H](OC(=O)c1ccco1)C(=O)NC1CCCCC1


run 3 (0.0557 hartree below the next structure)